Record 1
{
  "formula": "C38H82F7N11O14S5",
  "method": "ωB97M-V/def2-TZVPD",
  "total_charge": 4,
  "homo_ev": -15.15,
  "homo_lumo_gap_ev": 6.48,
  "lumo_energy_ev": -8.68,
  "e_tot_ha": -5841.462454,
  "fmax_ev_per_a": 4.07,
  "symbols": ["C", "F", "F", "F", "S", "O", "O", "O", "C", "C", "N", "C", "C", "N", "C", "C", "H", "H", "H", "H", "H", "H", "H", "H", "H", "H", "H", "C", "C", "N", "C", "C", "N", "C", "C", "H", "H", "H", "H", "H", "H", "H", "H", "H", "H", "H", "C", "C", "O", "N", "H", "H", "C", "H", "H", "H", "H", "H", "H", "C", "C", "O", "N", "H", "H", "C", "H", "H", "H", "H", "H", "H", "C", "C", "O", "N", "H", "H", "C", "H", "H", "H", "H", "H", "H", "C", "C", "C", "N", "C", "C", "C", "C", "C", "H", "H", "H", "H", "H", "H", "H", "H", "H", "H", "H", "H", "H", "H", "H", "H", "H", "H", "C", "C", "C", "N", "C", "C", "C", "C", "C", "H", "H", "H", "H", "H", "H", "H", "H", "H", "H", "H", "H", "H", "H", "H", "H", "H", "H", "N", "S", "O", "O", "F", "S", "O", "O", "F", "N", "S", "O", "O", "F", "S", "O", "O", "F"],
  "xyz": [[1.13964, 0.27149, -1.18786], [1.76268, 1.30236, -0.64887], [0.86078, 0.50348, -2.48480], [1.93862, -0.79605, -1.16498], [-0.43433, -0.09899, -0.29973], [-1.11476, 1.20275, -0.28183], [-1.08955, -1.11700, -1.10374], [-0.09291, -0.50317, 1.04795], [-0.70129, -4.45791, 0.98944], [0.31486, -4.04541, 2.02337], [-0.26643, -3.92432, 3.37253], [-0.54352, -2.73280, 4.00091], [-1.04461, -3.04904, 5.22145], [-1.13930, -4.41505, 5.28750], [-0.64738, -4.91926, 4.16714], [-1.54879, -5.22338, 6.44245], [-1.18296, -5.43797, 1.06897], [-0.21814, -4.59054, 0.01817], [-1.47680, -3.70592, 0.85538], [0.88345, -3.14094, 1.82404], [1.06377, -4.84036, 2.04449], [-0.40081, -1.70840, 3.69909], [-1.47110, -2.48779, 6.03532], [-0.56473, -5.97238, 3.95570], [-1.30934, -6.25979, 6.21648], [-2.61842, -5.13853, 6.61273], [-0.98063, -4.94430, 7.32509], [-8.52473, -4.46944, 1.03681], [-7.61638, -3.78273, 0.03730], [-6.24578, -3.53753, 0.55172], [-5.29255, -2.79709, -0.11803], [-4.16928, -2.82454, 0.62223], [-4.52077, -3.39715, 1.82936], [-5.77841, -3.81167, 1.74968], [-3.64669, -3.73085, 2.94253], [-8.72238, -3.83383, 1.90173], [-8.14504, -5.44987, 1.30877], [-9.49699, -4.54848, 0.55136], [-8.01927, -2.85204, -0.35668], [-7.46017, -4.43494, -0.82503], [-5.48068, -2.44808, -1.11753], [-3.18421, -2.40061, 0.49878], [-6.32933, -4.31331, 2.52691], [-2.86201, -4.35939, 2.52596], [-4.10787, -4.37635, 3.68929], [-3.22488, -2.89895, 3.49709], [7.89505, -0.63548, 2.16884], [7.39659, 0.21547, 1.04705], [7.99109, 1.07818, 0.50602], [5.95171, -0.01501, 0.62907], [5.87254, -0.95531, 0.12941], [5.40340, -0.03721, 1.52864], [5.44194, 1.05385, -0.25016], [8.15547, 0.06669, 2.96137], [8.73652, -1.25675, 1.88787], [7.11213, -1.28707, 2.55893], [5.44437, 1.99770, 0.28733], [4.40404, 0.81754, -0.47777], [6.04352, 1.09290, -1.15101], [-5.68887, 4.78472, -2.56772], [-5.49626, 4.50518, -1.12404], [-5.60518, 5.23864, -0.21524], [-5.19385, 3.03127, -0.78039], [-5.67856, 2.83211, 0.09904], [-5.56220, 2.41101, -1.50197], [-3.72407, 2.76679, -0.56301], [-6.03859, 5.80509, -2.70976], [-6.40750, 4.12305, -3.05505], [-4.73780, 4.73191, -3.10911], [-3.27145, 2.58771, -1.53457], [-3.52747, 1.88332, 0.03689], [-3.24646, 3.63497, -0.11772], [5.69937, -4.73308, -5.65622], [4.42060, -4.11575, -5.24807], [4.24878, -3.00478, -4.91435], [3.19823, -5.07003, -5.25572], [2.88287, -5.17938, -6.22167], [3.55619, -5.96165, -4.90434], [2.07425, -4.56413, -4.42559], [5.64883, -5.43624, -6.49770], [6.20034, -5.28912, -4.86124], [6.33181, -3.93595, -6.03819], [1.42370, -3.91423, -4.99789], [2.47479, -4.06950, -3.54828], [1.48327, -5.43594, -4.15077], [-1.40017, 7.06730, -4.66161], [-1.95115, 5.68346, -4.96942], [-0.88582, 4.69943, -5.38069], [-1.36722, 3.26220, -5.49523], [-1.68551, 2.70363, -4.14804], [-0.33713, 2.34380, -6.18373], [-1.10607, 1.45590, -7.15378], [-2.60819, 1.75790, -6.91327], [-2.57547, 3.17628, -6.39212], [-2.04192, 7.91061, -4.90485], [-0.49877, 7.25578, -5.25308], [-1.10468, 7.15899, -3.61739], [-2.78977, 5.69841, -5.66852], [-2.44486, 5.28764, -4.07158], [-0.09503, 4.60710, -4.62763], [-0.33296, 4.96341, -6.28302], [-2.50336, 3.21967, -3.65808], [-0.80589, 2.60775, -3.51743], [-2.02976, 1.69389, -4.37532], [0.27390, 1.85655, -5.42920], [0.30749, 3.07925, -6.66290], [-0.93963, 0.42095, -6.86967], [-0.87465, 1.69011, -8.18716], [-2.95469, 1.08432, -6.13297], [-3.16787, 1.71518, -7.84083], [-3.47598, 3.53231, -5.89757], [-2.37209, 3.90418, -7.18012], [-3.17578, 4.91950, 3.35213], [-1.74845, 4.41283, 3.16318], [-1.36383, 3.34616, 4.16546], [0.07519, 2.93354, 4.12323], [0.42688, 2.18853, 2.87827], [1.01915, 4.13382, 4.24877], [2.11499, 3.75965, 5.24871], [1.88898, 2.29587, 5.56964], [0.40471, 2.04474, 5.33823], [-3.33007, 5.97169, 3.12026], [-3.52467, 4.81679, 4.38405], [-3.91056, 4.37864, 2.74713], [-1.10595, 5.28828, 3.21400], [-1.64596, 3.92790, 2.18740], [-1.93907, 2.42949, 4.02190], [-1.49959, 3.69175, 5.19043], [-0.23147, 1.32214, 2.85769], [1.46669, 1.88904, 2.92651], [0.25615, 2.78198, 1.98404], [1.33088, 4.40574, 3.24460], [0.39529, 4.95409, 4.59773], [3.08407, 3.98065, 4.81211], [1.98344, 4.32574, 6.16872], [2.40374, 1.59305, 4.91230], [2.18377, 1.95127, 6.55906], [0.11795, 1.04235, 5.03549], [-0.22355, 2.44062, 6.13410], [4.40824, -0.09238, 2.99581], [2.94490, -0.84399, 3.02472], [2.04436, -0.54114, 4.09561], [2.92105, -2.16345, 2.50235], [2.37988, 0.09528, 1.86276], [4.94303, -0.47341, 4.44712], [5.24881, -1.85397, 4.53802], [4.34647, 0.22151, 5.53284], [6.38511, 0.17198, 4.33144], [6.18408, -2.53827, -0.58448], [6.58358, -2.28486, -2.16309], [6.46412, -3.43913, -2.98440], [7.60422, -1.34466, -2.41772], [5.22543, -1.49197, -2.50683], [7.53636, -3.27181, -0.10933], [8.62546, -2.37081, 0.06028], [7.77479, -4.58040, -0.59484], [7.09072, -3.52584, 1.40824]],
  "mulliken_charge": [0.389, -0.173, -0.204, -0.165, 0.998, -0.551, -0.703, -0.531, -1.177, -0.008, 0.413, -0.238, -0.943, 0.196, -0.124, -0.853, 0.417, 0.436, 0.104, -0.108, 0.283, 0.546, 0.514, 0.452, 0.318, 0.339, 0.374, -1.443, -0.217, 0.161, -1.067, -0.180, 0.339, 0.009, -0.772, 0.407, 0.415, 0.377, 0.375, 0.343, 0.533, 0.438, 0.447, 0.195, 0.268, 0.346, -1.382, 1.020, -0.486, 0.535, 0.629, 0.073, -0.826, 0.328, 0.477, 0.300, 0.381, 0.162, 0.407, -0.977, 0.610, -0.355, 0.027, 0.384, 0.388, -0.742, 0.369, 0.430, 0.089, 0.030, 0.430, 0.334, -1.265, 0.572, -0.332, -0.067, 0.370, 0.412, -0.876, 0.482, 0.356, 0.333, 0.309, 0.347, 0.383, -1.396, 0.250, -0.925, 0.394, -0.929, -0.448, -0.463, -0.838, -0.677, 0.376, 0.348, 0.379, 0.416, -0.205, 0.407, 0.556, -0.381, 0.625, 0.512, 0.360, 0.340, 0.276, 0.362, 0.312, 0.429, 0.335, 0.534, -1.293, 0.324, -0.985, 0.724, -1.550, -0.623, -1.003, 0.097, -0.696, 0.365, 0.390, 0.215, 0.359, -0.044, 0.275, 0.545, 0.271, 0.581, 0.343, 0.335, 0.485, 0.425, 0.358, -0.477, 0.644, 0.279, 0.562, -0.439, 0.558, -0.439, -0.517, -0.112, 0.991, -0.565, -0.537, -0.277, -0.388, 0.998, -0.541, -0.578, -0.263, 1.065, -0.562, -0.609, -0.276]
}



Record 2
{
  "formula": "C18H33N3O",
  "method": "ωB97M-V/def2-TZVPD",
  "total_charge": 0,
  "homo_ev": -8.13,
  "homo_lumo_gap_ev": 8.91,
  "e_above_lowest_kcal_mol": 0.0,
  "lumo_energy_ev": 0.78,
  "smiles": "CCCN1[C@@H]2CCC[C@H]1C[C@H](NC(=O)NC1CCCCC1)C2",
  "e_tot_ha": -945.236875,
  "fmax_ev_per_a": 0.54,
  "symbols": ["C", "C", "C", "N", "C", "C", "C", "C", "C", "C", "C", "N", "C", "O", "N", "C", "C", "C", "C", "C", "C", "C", "H", "H", "H", "H", "H", "H", "H", "H", "H", "H", "H", "H", "H", "H", "H", "H", "H", "H", "H", "H", "H", "H", "H", "H", "H", "H", "H", "H", "H", "H", "H", "H", "H"],
  "xyz": [[-3.80249, 6.06004, -1.20797], [-3.19124, 4.66581, -1.25551], [-1.96507, 4.55983, -0.34449], [-1.46843, 3.19890, -0.30703], [-0.87881, 2.77032, 0.94803], [0.50258, 3.39936, 1.19781], [1.48082, 3.17063, 0.04746], [0.81197, 3.41086, -1.30586], [-0.60652, 2.81888, -1.41300], [-0.64475, 1.29000, -1.52672], [-0.23389, 0.58040, -0.23725], [-0.58735, -0.82403, -0.31826], [0.27083, -1.79612, 0.12323], [1.42626, -1.56105, 0.41641], [-0.30411, -3.03741, 0.19375], [0.46467, -4.25632, 0.41305], [1.51584, -4.47692, -0.67901], [2.27464, -5.77640, -0.43230], [2.93822, -5.75216, 0.94080], [1.89374, -5.53208, 2.03040], [1.13659, -4.23105, 1.78708], [-0.89747, 1.23625, 0.97800], [-3.07740, 6.80577, -1.52764], [-4.11973, 6.30454, -0.19647], [-4.66804, 6.12096, -1.86332], [-3.92498, 3.92503, -0.93443], [-2.90897, 4.42924, -2.28263], [-2.26639, 4.83859, 0.66892], [-1.20668, 5.28675, -0.67444], [-1.54291, 3.10833, 1.75492], [0.92016, 3.00637, 2.12602], [0.35329, 4.47496, 1.32986], [1.88649, 2.16251, 0.09735], [2.32691, 3.85577, 0.15406], [1.43132, 3.00304, -2.10619], [0.73449, 4.48898, -1.47180], [-1.05381, 3.21668, -2.33174], [-0.01041, 0.95899, -2.34993], [-1.67586, 1.00861, -1.75620], [0.85071, 0.57371, -0.12512], [-1.57136, -1.03425, -0.38296], [-1.19210, -3.15205, -0.26706], [-0.25761, -5.08182, 0.38854], [2.20686, -3.63360, -0.66199], [1.02953, -4.50188, -1.65792], [1.58076, -6.61986, -0.48587], [3.02877, -5.91453, -1.20971], [3.66671, -4.93998, 0.97299], [3.46880, -6.69077, 1.11529], [1.19089, -6.36978, 2.03441], [2.37701, -5.49695, 3.00860], [0.37743, -4.08196, 2.55785], [1.82407, -3.38638, 1.81723], [-0.42310, 0.87601, 1.89213], [-1.94711, 0.92871, 0.99463]],
  "nbo_charge": [-0.605, -0.395, -0.203, -0.477, -0.031, -0.424, -0.410, -0.417, -0.041, -0.395, -0.068, -0.633, 0.794, -0.678, -0.639, -0.030, -0.419, -0.395, -0.397, -0.395, -0.417, -0.404, 0.200, 0.200, 0.210, 0.202, 0.192, 0.194, 0.165, 0.202, 0.212, 0.199, 0.202, 0.209, 0.211, 0.199, 0.204, 0.211, 0.201, 0.237, 0.378, 0.384, 0.191, 0.226, 0.201, 0.188, 0.209, 0.198, 0.204, 0.187, 0.209, 0.206, 0.234, 0.214, 0.201]
}



Record 3
{
  "formula": "C9H15F9HfN7O",
  "method": "ωB97M-V/def2-TZVPD",
  "total_charge": 3,
  "homo_ev": -20.12,
  "homo_lumo_gap_ev": 9.09,
  "lumo_energy_ev": -11.03,
  "e_tot_ha": -1756.320860,
  "fmax_ev_per_a": 0.96,
  "symbols": ["Hf", "N", "C", "C", "C", "C", "N", "H", "H", "H", "H", "H", "H", "H", "H", "H", "H", "H", "H", "F", "C", "F", "F", "C", "O", "C", "F", "F", "F", "C", "F", "F", "F", "N", "N", "N", "C", "N", "N", "H", "H", "H"],
  "xyz": [[-0.66734, -0.14987, -0.44118], [-1.26052, -1.04599, 1.52953], [-2.45904, -1.78860, 1.02085], [-3.42842, -0.78943, 0.33576], [-3.92507, -1.10823, -1.09038], [-3.35458, -0.20308, -2.16037], [-1.86814, -0.47769, -2.33610], [-0.57808, -1.66838, 1.96573], [-1.54297, -0.36618, 2.23910], [-2.95604, -2.29984, 1.84486], [-2.10614, -2.57600, 0.33972], [-3.05785, 0.25694, 0.42658], [-4.30674, -0.71092, 0.98056], [-5.00878, -0.99398, -1.12179], [-3.74462, -2.15969, -1.33595], [-3.44838, 0.84941, -1.88470], [-3.84064, -0.34426, -3.12481], [-1.51663, 0.13524, -3.07887], [-1.77636, -1.42801, -2.70603], [2.14669, 2.74211, 0.71122], [0.95526, 2.31772, 0.98532], [0.61312, 2.55865, 2.21161], [1.02383, 0.85852, 0.90403], [-0.14601, 2.71280, -0.04995], [-1.10212, 1.70367, 0.00112], [-0.75856, 4.12709, 0.23936], [-1.38929, 4.10071, 1.39473], [0.23434, 4.99950, 0.26405], [-1.61026, 4.42463, -0.72776], [0.39764, 2.61816, -1.49765], [1.41846, 3.30672, -1.83021], [0.81107, 1.17412, -1.53977], [-0.55421, 2.65713, -2.39116], [3.04955, -3.48311, 0.70127], [2.34523, -2.80918, -0.21992], [2.53535, -3.01100, -1.50849], [1.61213, -2.26699, -2.07064], [0.87682, -1.63420, -1.13424], [1.37771, -2.00196, 0.06505], [3.88229, -3.89706, 0.29291], [3.16005, -2.98059, 1.57321], [1.48141, -2.18529, -3.13805]],
  "nbo_charge": [2.562, -0.934, -0.267, -0.496, -0.443, -0.216, -0.972, 0.452, 0.448, 0.292, 0.228, 0.226, 0.322, 0.294, 0.235, 0.232, 0.265, 0.448, 0.435, -0.232, 0.998, -0.234, -0.383, 0.002, -0.848, 0.988, -0.268, -0.273, -0.277, 1.008, -0.202, -0.410, -0.247, -0.541, 0.255, -0.171, 0.215, -0.547, -0.086, 0.447, 0.426, 0.272]
}